Entry 1:
This record from the OMol25 dataset describes C41H56Br60ClF9N3O3PS as an isolated structure at a distorted geometry. The level of theory is ωB97M-V with the def2-TZVPD basis set.

Last column: Mulliken charge in e.
Positions of all 175 atoms, in Å:
C (1.7078, 3.9447, 2.0809)  -0.4138
C (3.1931, 3.4788, 1.5963)  0.4180
N (3.3569, 2.1778, 0.9386)  0.6877
C (2.8959, 0.9321, 1.5750)  -1.5349
C (3.6649, 0.8793, 2.9943)  -0.8162
N (2.9871, 1.6356, 4.1569)  -0.3967
O (1.4777, 0.7606, 2.0352)  -0.0503
C (1.4064, -0.6351, 2.4853)  -0.5410
O (1.1099, -1.0999, 3.6886)  -0.6117
C (1.8445, -1.4238, 1.0651)  0.3044
C (0.2978, -1.4769, 0.4208)  0.0358
C (0.1143, -2.4004, -0.8978)  -0.4437
C (-0.7435, -3.7889, -0.6940)  -0.6835
Cl (-2.5808, -3.5011, -0.4783)  -0.0046
P (2.1668, -3.2076, 1.5190)  0.8814
C (2.5365, -4.4250, 0.1235)  -1.1673
C (0.8906, -4.0602, 2.6206)  -0.9478
C (2.9424, -0.3534, 0.4873)  2.2006
C (2.7395, 0.2594, -1.0490)  -1.3139
C (1.4017, 0.9150, -1.5640)  -0.9060
C (0.6531, 2.1234, -0.7822)  1.0082
C (-0.4667, 2.8146, -1.8129)  -1.1537
C (-2.0120, 2.3505, -1.5661)  0.7942
F (-2.1721, 1.0934, -0.7603)  -0.0912
F (-2.4893, 1.9175, -2.9409)  -0.3576
C (-3.0548, 3.5480, -1.1604)  0.5077
F (-4.3923, 3.1282, -1.7262)  -0.2524
F (-2.7641, 4.8631, -1.8227)  -0.2479
S (-3.3141, 3.8775, 0.6427)  1.1849
F (-2.5694, 5.4419, 0.4527)  -0.3976
F (-1.7935, 3.2918, 1.1390)  -0.1588
F (-4.1430, 2.4133, 0.9512)  -0.1733
F (-4.8410, 4.6391, 0.2649)  -0.3504
F (-3.6087, 4.3141, 2.2821)  -0.3808
C (4.5423, -0.6242, 0.4038)  0.1310
C (5.2459, -1.9730, 0.9293)  0.0464
C (5.4970, -2.1725, 2.5241)  0.3988
N (4.8812, -3.1986, 3.4468)  -0.4230
O (6.4124, -1.3422, 3.0998)  -0.6751
H (1.5297, 5.0634, 1.7865)  0.2602
H (0.8181, 3.2670, 1.7446)  -0.1448
H (1.7142, 3.9010, 3.2743)  0.3053
H (3.9097, 3.6112, 2.5427)  -0.8108
H (3.5697, 4.3253, 0.8407)  0.4913
H (4.2278, 2.1371, 0.3830)  0.3777
H (3.9298, -0.1556, 3.4475)  0.1373
H (4.7044, 1.4504, 2.8500)  0.4401
H (3.7228, 1.5780, 4.9244)  0.2950
H (2.1809, 1.1014, 4.5381)  0.2786
H (-0.1565, -0.3758, 0.3337)  -0.6443
H (-0.3605, -1.9768, 1.2836)  0.4797
H (-0.5131, -1.7602, -1.6876)  0.3115
H (1.1386, -2.6281, -1.4679)  0.1683
H (-0.3798, -4.4726, 0.1805)  0.0399
H (-0.6076, -4.4333, -1.6895)  0.3755
H (3.4594, -5.1228, 0.3979)  0.3206
H (2.8543, -3.8235, -0.8378)  0.2081
H (1.6605, -5.1554, -0.1743)  0.3680
H (-0.0619, -3.4012, 2.9062)  0.2521
H (0.4927, -5.1024, 2.2507)  0.3983
H (1.4210, -4.2773, 3.6681)  0.3053
H (3.6255, 0.9981, -1.3667)  0.3950
H (2.9433, -0.7018, -1.7359)  0.2877
H (0.5363, 0.1400, -1.8474)  -0.2571
H (1.6607, 1.3851, -2.6383)  0.5176
H (1.4344, 3.0112, -0.6149)  -0.0450
H (0.0611, 1.8436, 0.1798)  -0.1495
H (-0.3598, 4.0006, -1.7259)  0.3133
H (-0.1380, 2.5749, -2.9350)  0.3588
H (5.2218, 0.2668, 0.8269)  0.0538
H (4.8802, -0.6315, -0.7497)  -0.4505
H (4.8406, -2.9925, 0.4995)  -0.1756
H (6.3599, -1.9327, 0.4818)  0.3905
H (5.4575, -3.1971, 4.3406)  0.2001
H (3.9435, -2.8164, 3.7761)  0.2768
C (-6.6037, 8.0672, -0.5012)  -0.3897
Br (-4.9726, 7.0835, -0.8962)  0.0583
Br (-6.2294, 9.7834, 0.3348)  -0.0435
Br (-7.7322, 8.2590, -2.0741)  0.0347
H (-7.1670, 7.4735, 0.2261)  0.3215
C (-6.1853, -1.3433, 0.7632)  0.0060
Br (-5.7508, -2.3193, 2.3889)  -0.0337
Br (-7.4728, 0.0770, 1.0939)  0.0189
Br (-4.5901, -0.6804, -0.1313)  0.1757
H (-6.6621, -2.0547, 0.0810)  -0.0076
C (-9.6787, 10.3301, -5.3660)  -0.3083
Br (-11.1431, 9.9158, -4.1543)  0.0035
Br (-10.3149, 11.1140, -7.0288)  -0.0748
Br (-8.3260, 11.4386, -4.5142)  0.0085
H (-9.1983, 9.3805, -5.6234)  0.3355
C (7.7736, -5.4453, 6.2041)  -0.4110
Br (8.2985, -5.5603, 4.3344)  0.0983
Br (9.2637, -5.8159, 7.3983)  -0.0223
Br (6.9233, -3.7443, 6.6138)  -0.0422
H (7.0252, -6.2262, 6.3747)  0.4040
C (-6.0264, -6.5032, -0.2064)  -0.4195
Br (-5.5015, -6.6182, -2.0761)  -0.0638
Br (-4.5363, -6.8738, 0.9878)  -0.0367
Br (-6.8767, -4.8022, 0.2033)  0.1299
H (-6.7748, -7.2841, -0.0358)  0.3670
C (-10.3775, -2.1695, 2.9985)  0.0141
Br (-12.1694, -2.0143, 2.2574)  -0.0246
Br (-10.3731, -1.9570, 4.9322)  -0.0235
Br (-9.5078, -3.8209, 2.4498)  0.1218
H (-9.7879, -1.3449, 2.5849)  -0.0410
C (8.0493, -1.0630, -2.5755)  -0.3045
Br (6.2297, -1.7511, -2.5885)  0.0314
Br (8.2949, 0.3081, -1.2176)  -0.0642
Br (9.3614, -2.4896, -2.4094)  0.0229
H (8.2174, -0.5854, -3.5463)  0.3485
C (-6.4648, -1.5347, -4.1302)  0.6053
Br (-4.9916, -0.3653, -3.6334)  0.0704
Br (-6.9979, -1.2798, -5.9836)  -0.0458
Br (-6.0718, -3.3995, -3.7399)  -0.0148
H (-7.3211, -1.2516, -3.5093)  -0.6099
C (-9.7648, 1.0610, -2.5650)  -0.4228
Br (-8.2916, 2.2304, -2.0682)  0.0389
Br (-10.2979, 1.3158, -4.4184)  -0.0275
Br (-9.3718, -0.8039, -2.1747)  -0.1129
H (-10.6211, 1.3440, -1.9441)  0.4069
C (-12.5915, 14.2628, -6.8912)  0.2834
Br (-12.6234, 15.3385, -8.5118)  -0.0268
Br (-11.9150, 15.2674, -5.3689)  -0.0049
Br (-14.3257, 13.4640, -6.5184)  -0.0025
H (-11.8916, 13.4396, -7.0676)  -0.2390
C (11.3124, -3.2085, 10.2594)  -0.2977
Br (12.2943, -2.3297, 11.6905)  -0.0472
Br (11.7103, -5.1106, 10.1705)  -0.0412
Br (9.4000, -2.8740, 10.3823)  0.0048
H (11.6546, -2.7659, 9.3182)  0.3548
C (11.0311, -7.5108, 1.4772)  -0.3236
Br (11.6600, -5.8053, 2.1703)  -0.0248
Br (11.5164, -8.9896, 2.6442)  -0.0195
Br (9.1224, -7.4804, 1.1027)  0.0297
H (11.5417, -7.6758, 0.5228)  0.3227
C (7.3980, -6.3216, -3.0642)  0.2071
Br (6.1012, -7.2966, -4.1375)  -0.0298
Br (6.6797, -5.8402, -1.3216)  0.0266
Br (9.0817, -7.2841, -2.9123)  0.0744
H (7.6110, -5.3861, -3.5918)  -0.2097
C (9.2052, -4.1569, -6.4855)  0.1710
Br (7.5404, -3.5583, -5.6764)  -0.0297
Br (10.6555, -4.2257, -5.1908)  -0.0432
Br (8.9883, -5.8491, -7.4201)  0.0021
H (9.4823, -3.4100, -7.2366)  -0.1240
C (8.9400, -0.4137, -9.3962)  -0.3207
Br (7.1480, -0.2585, -10.1373)  0.0030
Br (8.9444, -0.2012, -7.4625)  -0.0033
Br (9.8096, -2.0651, -9.9449)  -0.0294
H (9.5296, 0.4109, -9.8099)  0.3415
C (-7.3788, 2.1153, 4.3739)  0.0153
Br (-6.9442, 1.1393, 5.9996)  -0.0254
Br (-8.6663, 3.5356, 4.7046)  -0.0322
Br (-5.7835, 2.7782, 3.4794)  0.0965
H (-7.8556, 1.4040, 3.6917)  -0.1035
C (-13.8600, 14.6153, -1.4897)  -0.3011
Br (-15.6520, 14.7705, -2.2309)  -0.0063
Br (-13.8556, 14.8278, 0.4439)  -0.0330
Br (-12.9904, 12.9640, -2.0385)  0.0451
H (-13.2704, 15.4400, -1.9034)  0.3017
C (10.3259, -11.4944, -3.8865)  -0.3546
Br (10.2940, -10.4187, -5.5071)  -0.0072
Br (11.0025, -10.4898, -2.3642)  -0.0186
Br (8.5918, -12.2932, -3.5137)  -0.0046
H (11.0259, -12.3177, -4.0629)  0.3532
C (-11.4353, -7.3624, 4.4249)  -0.3356
Br (-10.9103, -7.4774, 2.5552)  -0.0313
Br (-9.9451, -7.7330, 5.6191)  -0.0109
Br (-12.2855, -5.6614, 4.8346)  -0.0058
H (-12.1836, -8.1432, 4.5955)  0.3504
C (5.7649, 5.7752, 4.6999)  -0.3865
Br (7.5256, 5.6994, 3.8763)  -0.0267
Br (4.6709, 7.1931, 3.9403)  -0.0353
Br (4.8624, 4.0530, 4.6386)  0.0871
H (5.9163, 6.0194, 5.7564)  0.3533

Values from the calculation:
**LUMO energy**: -2.4 eV
**Total charge**: 0
**Largest force on an atom**: 8.50 eV/Å
**Kohn-Sham gap**: 5.22 eV

=====

Entry 2:
This record from the OMol25 dataset describes C41H56Cl2N10O2PSW as an isolated structure at a distorted geometry. The level of theory is ωB97M-V with the def2-TZVPD basis set.

Last column: Mulliken spin population.
Positions of all 114 atoms, in Å:
W (-0.2001, -0.0150, 0.0161)  1.5214
C (-0.9086, -2.3568, 3.7670)  -0.0068
C (-1.0110, -1.5565, 2.5186)  0.0453
N (0.0319, -1.1494, 1.8492)  -0.0563
N (1.2344, -1.7155, 2.2607)  0.0042
C (2.0470, -1.9709, 1.2783)  -0.0155
N (3.2540, -2.5271, 1.6004)  -0.0025
S (1.7755, -1.5371, -0.3726)  0.0058
C (-2.2548, -1.1774, 1.8797)  -0.0329
C (-3.5174, -1.5754, 2.0871)  0.0889
C (-4.5987, -1.3519, 1.1236)  -0.0643
C (-4.5922, -0.8174, -0.1101)  0.0774
C (-3.6298, 0.0293, -0.9066)  -0.2449
N (-2.0178, -0.3806, 0.7592)  -0.0705
H (-0.3083, -3.2501, 3.6014)  0.0035
H (-1.8968, -2.6417, 4.1189)  0.0007
H (-0.4054, -1.7678, 4.5345)  0.0050
H (3.2864, -3.0325, 2.4729)  0.0004
H (3.7684, -2.9382, 0.8395)  0.0013
H (-3.7645, -2.1624, 2.9632)  0.0057
H (-5.5463, -1.7992, 1.3956)  -0.0007
H (-5.4975, -0.9426, -0.7051)  -0.0102
H (-4.4441, 0.7091, -2.4103)  0.0311
C (-5.2500, 2.0109, -6.1119)  -0.0031
C (-4.5459, 1.1610, -5.0757)  0.0701
C (-5.0260, -0.2921, -5.2355)  0.1405
C (-4.8466, -1.4055, -4.3878)  -0.0497
C (-5.2175, -2.8200, -4.6286)  0.0100
C (-4.1929, -0.8672, -3.3080)  0.1896
C (-1.9569, -0.7839, -2.4415)  -0.0971
O (-0.9147, -0.9262, -1.6925)  -0.1482
C (-2.8929, 1.3067, -3.1263)  0.2369
C (-1.6648, 2.1388, -2.7580)  -0.0099
C (-3.6461, 1.8770, -4.2583)  0.0148
H (-6.3298, 1.8849, -6.0262)  0.0042
H (-4.9673, 1.7002, -7.1204)  0.0056
H (-5.0127, 3.0669, -5.9960)  -0.0008
H (-5.5960, -0.4308, -6.1513)  0.0144
H (-5.7550, -2.9202, -5.5684)  -0.0012
H (-5.8302, -3.1937, -3.8078)  0.0002
H (-4.3155, -3.4332, -4.6642)  0.0008
H (-1.6912, -1.4843, -3.2492)  0.0073
H (-0.8838, 1.9342, -3.4926)  0.0404
H (-1.2802, 1.7942, -1.7868)  0.0748
H (-1.8895, 3.2026, -2.7266)  0.0113
H (-3.4583, 2.9125, -4.4899)  0.0129
Cl (-2.2335, 3.4456, 2.7969)  -0.0004
C (-3.1968, 2.9639, 1.4274)  -0.0092
C (-4.2468, 3.7855, 1.0559)  0.0071
C (-5.0694, 3.4372, 0.0016)  -0.0069
C (-4.8861, 2.2066, -0.6104)  0.0031
C (-3.9035, 1.3289, -0.1547)  0.0038
Cl (-3.3550, 0.0049, -2.4476)  0.0152
C (-2.9356, 1.7473, 0.7873)  0.0091
N (-1.8112, 0.9924, 1.1296)  0.0154
H (-4.4154, 4.7006, 1.6071)  0.0001
H (-5.8586, 4.1030, -0.3184)  -0.0007
H (-5.4853, 1.8886, -1.4566)  0.0008
C (4.2441, 1.9352, 2.9173)  0.0004
C (2.9732, 2.1039, 2.1581)  0.0094
C (2.3367, 3.2255, 1.6650)  -0.0068
C (1.1822, 2.7618, 1.0181)  -0.0055
N (1.1165, 1.4319, 1.1113)  0.0333
N (2.2239, 1.0587, 1.7894)  0.0055
C (0.1372, 3.5914, 0.3623)  0.0367
H (4.4661, 2.8378, 3.4820)  0.0000
H (5.0779, 1.7521, 2.2377)  0.0001
H (4.1830, 1.0942, 3.6074)  0.0004
H (2.6532, 4.2498, 1.7645)  0.0002
H (2.3382, 0.0943, 2.0712)  -0.0056
H (0.5587, 4.5444, 0.0456)  0.0003
H (-0.6581, 3.7993, 1.0698)  0.0076
H (-0.2933, 3.0854, -0.4981)  -0.0104
O (1.2262, 1.0037, -1.5753)  0.0672
P (2.2317, 1.0942, -2.6932)  0.0071
N (1.9718, 2.5408, -3.4400)  0.0072
C (2.7365, 2.9262, -4.6367)  0.0007
C (2.3773, 4.3949, -4.8402)  0.0000
C (2.1923, 4.8980, -3.4097)  0.0001
C (1.4788, 3.7344, -2.7261)  -0.0002
N (2.1476, -0.1431, -3.7710)  -0.0001
C (0.8442, -0.4630, -4.3843)  -0.0082
C (1.1974, -1.2619, -5.6348)  -0.0005
C (2.5119, -0.6226, -6.0749)  0.0000
C (3.2327, -0.4226, -4.7473)  0.0001
N (3.8108, 1.0788, -2.2492)  -0.0042
C (4.3082, 2.2178, -1.4501)  0.0016
C (5.6181, 1.7041, -0.8602)  0.0002
C (5.3438, 0.2113, -0.6781)  -0.0008
C (4.6066, -0.1330, -1.9663)  0.0024
H (2.4493, 2.3102, -5.4900)  0.0002
H (3.8145, 2.8062, -4.4739)  -0.0001
H (1.4385, 4.4808, -5.3910)  0.0000
H (3.1486, 4.9338, -5.3871)  0.0000
H (1.6125, 5.8178, -3.3524)  0.0000
H (3.1651, 5.0715, -2.9444)  0.0000
H (0.3965, 3.8192, -2.8499)  0.0014
H (1.6974, 3.6697, -1.6634)  0.0023
H (0.3107, 0.4534, -4.6672)  0.0060
H (0.2299, -1.0178, -3.6854)  0.0054
H (0.4100, -1.1997, -6.3840)  -0.0001
H (1.3569, -2.3109, -5.3783)  -0.0003
H (2.3156, 0.3358, -6.5603)  0.0001
H (3.0851, -1.2464, -6.7586)  0.0000
H (3.9687, 0.3793, -4.7686)  0.0001
H (3.7376, -1.3477, -4.4582)  0.0001
H (3.5998, 2.4764, -0.6559)  -0.0023
H (4.4532, 3.1011, -2.0765)  0.0001
H (5.8857, 2.2223, 0.0593)  -0.0001
H (6.4308, 1.8399, -1.5766)  0.0000
H (4.6885, 0.0404, 0.1811)  -0.0001
H (6.2526, -0.3771, -0.5575)  0.0000
H (3.9679, -1.0084, -1.8761)  0.0008
H (5.3217, -0.2973, -2.7780)  0.0005

Values from the calculation:
**LUMO energy (spin up / spin down)**: -3.0 / -3.3 eV
**Relative energy (zero: lowest compared OMol25 entry of this formula, charge and spin)**: 1927.5 kJ/mol
**Total charge**: +1
**Largest force on an atom**: 7.37 eV/Å
**2S+1**: 3
**Kohn-Sham gap (spin up / spin down)**: 5.96 / 5.59 eV